Arrangement one

Molecular formula: C5H7N2
Method: DFT, wB97M-V/def2-TZVPD

The calculation puts the LUMO energy at -0.2690 Eh. As for the net charge: +1.

Geometry (Å):
C (-0.968, 1.343, -0.775)
C (-0.305, 1.697, 1.486)
C (-0.220, 0.246, -1.001)
C (0.414, -0.833, -1.383)
C (0.525, -2.077, -0.552)
N (-0.964, 1.983, 0.412)
N (0.067, 0.642, 2.063)
H (-1.527, 1.876, -1.480)
H (-0.033, 2.846, 1.858)
H (0.868, -0.727, -2.462)
H (0.059, -1.887, 0.355)
H (1.620, -2.430, -0.489)
H (-0.039, -2.903, -0.936)
H (0.504, 0.221, 2.901)



Arrangement two

Molecular formula: C5H7N2
Method: DFT, wB97M-V/def2-TZVPD

The calculation puts the LUMO energy at -0.2526 Eh. As for the net charge: +1.

Geometry (Å):
C (1.746, -0.812, -0.320)
C (1.870, 0.592, -0.391)
C (0.218, 0.352, 1.366)
C (-0.167, -0.551, 0.302)
C (-1.457, -0.895, -0.425)
N (1.005, -1.598, 0.182)
N (0.438, 0.718, -0.046)
H (2.603, 0.947, 0.359)
H (1.946, 1.048, -1.318)
H (-0.537, 0.915, 1.856)
H (1.001, -0.100, 1.918)
H (-2.238, -0.495, 0.278)
H (-1.570, -2.039, -0.646)
H (-1.296, -0.318, -1.348)



Arrangement three

Molecular formula: C5H7N2
Method: DFT, wB97M-V/def2-TZVPD

The calculation puts the LUMO energy (alpha / beta) at -0.2993 / -0.2991 Eh. As for the net charge: +1.

Geometry (Å):
C (-2.844, -0.580, -0.964)
C (-1.385, 1.192, -0.321)
C (-0.236, 0.379, -0.037)
C (0.935, 1.078, 0.612)
C (0.736, -1.776, -0.234)
N (-2.351, 0.481, -0.755)
N (-0.180, -0.784, -0.542)
H (-1.507, 2.226, 0.024)
H (0.679, 2.127, 0.854)
H (1.942, 1.080, -0.008)
H (1.127, 0.628, 1.529)
H (0.377, -2.466, 0.568)
H (1.111, -2.363, -1.037)
H (1.595, -1.223, 0.312)



Arrangement four

Molecular formula: C5H7N2
Method: DFT, wB97M-V/def2-TZVPD

The calculation puts the LUMO energy (alpha / beta) at -0.3106 / -0.3089 Eh. As for the net charge: +1.

Geometry (Å):
C (-1.199, -0.382, -0.781)
C (-0.810, 0.460, 0.371)
C (-1.552, 1.507, 0.964)
N (-0.892, 1.823, 2.075)
N (0.284, 1.441, 2.117)
C (0.472, 0.522, 1.139)
C (1.768, -0.098, 0.787)
H (-1.537, -1.504, -0.435)
H (-0.429, -0.466, -1.525)
H (-2.120, -0.011, -1.131)
H (-2.593, 1.728, 0.975)
H (2.092, -0.490, 1.701)
H (2.458, 0.706, 0.537)
H (1.679, -0.923, -0.042)



Sorted by energy, starting with the most stable: arrangement four, arrangement three, arrangement two, arrangement one.



Arrangement one

Molecular formula: C5H7N2
Method: DFT, wB97M-V/def2-TZVPD

The calculation puts the LUMO energy at -0.2673 Eh. As for the net charge: +1.

Geometry (Å):
C (-1.167, -0.207, 2.004)
C (-0.358, 1.450, 1.552)
C (0.362, 0.013, 0.681)
C (0.522, -1.031, -1.682)
C (0.047, 0.122, -0.804)
N (-1.321, 1.016, 2.279)
N (-0.523, -0.951, 1.289)
H (-0.002, 2.342, 1.244)
H (1.389, -0.082, 1.189)
H (1.669, -1.152, -1.667)
H (0.039, -0.935, -2.682)
H (0.063, -1.926, -1.210)
H (-0.975, 0.209, -1.009)
H (0.255, 1.132, -1.184)



Arrangement two

Molecular formula: C5H7N2
Method: DFT, wB97M-V/def2-TZVPD

The calculation puts the LUMO energy (alpha / beta) at -0.3066 / -0.2906 Eh. As for the net charge: +1.

Geometry (Å):
C (2.871, 0.507, -0.065)
C (1.702, 0.415, 0.087)
C (-0.254, 2.200, -0.136)
C (0.236, -0.225, 0.229)
C (-0.016, -0.937, -1.081)
N (-0.233, 1.051, 0.372)
N (0.304, -0.853, 1.473)
H (-1.071, 2.805, 0.068)
H (0.548, 2.503, -0.763)
H (0.644, -1.793, -1.194)
H (0.105, -0.234, -1.776)
H (-1.086, -1.398, -1.021)
H (0.062, -0.320, 2.349)
H (0.740, -1.666, 1.766)



Arrangement three

Molecular formula: C5H7N2
Method: DFT, wB97M-V/def2-TZVPD

The calculation puts the LUMO energy at -0.2326 Eh. As for the net charge: +1.

Geometry (Å):
C (2.382, 0.214, -0.245)
C (2.292, -1.015, 0.521)
C (1.111, 0.743, -0.246)
C (-2.055, 0.578, 0.770)
C (-0.917, 0.055, 0.463)
N (1.068, -1.286, 0.698)
N (0.332, -0.182, 0.336)
H (3.286, 0.698, -0.498)
H (2.989, -1.705, 0.683)
H (0.599, 1.643, -0.653)
H (-2.318, 1.106, 1.752)
H (-2.875, 0.579, 0.075)
H (-3.005, -0.361, -1.643)
H (-2.890, -1.065, -2.013)



Arrangement four

Molecular formula: C5H7N2
Method: DFT, wB97M-V/def2-TZVPD

The calculation puts the LUMO energy at -0.1748 Eh. As for the net charge: +1.

Geometry (Å):
C (-1.575, -1.117, -3.069)
C (-1.221, -1.609, -1.914)
N (-0.954, -1.706, -0.727)
N (-0.619, -0.588, -0.276)
C (-0.126, 0.257, 0.397)
C (0.879, 1.157, 0.985)
C (1.207, 0.721, 2.420)
H (-2.632, -0.861, -3.001)
H (-1.172, -1.188, -4.092)
H (1.648, 0.690, 0.270)
H (0.453, 2.055, 0.712)
H (1.912, 1.478, 2.626)
H (1.811, -0.247, 2.579)
H (0.389, 0.957, 3.090)



Sorted by energy, starting with the most stable: arrangement three, arrangement four, arrangement one, arrangement two.



Arrangement one

Molecular formula: C4H12S
Method: DFT, wB97M-V/def2-TZVPD

The calculation puts the LUMO energy at 0.0373 Eh. As for the net charge: 0.

Geometry (Å):
C (-1.020, -0.761, -0.322)
S (-0.117, -0.586, -1.884)
C (0.325, -2.315, -2.210)
H (-2.000, -1.186, -0.528)
H (-0.346, -1.202, 0.403)
H (-1.279, 0.242, 0.027)
H (1.256, -2.537, -1.690)
H (0.505, -2.319, -3.283)
H (-0.396, -3.085, -1.944)
C (0.453, 1.952, 3.649)
C (0.539, 2.302, 2.143)
H (-0.112, 2.760, 4.110)
H (-0.138, 1.046, 3.781)
H (1.399, 1.823, 4.158)
H (1.530, 2.578, 1.790)
H (-0.326, 2.925, 1.936)
H (0.390, 1.401, 1.535)



Arrangement two

Molecular formula: C4H12S
Method: DFT, wB97M-V/def2-TZVPD

The calculation puts the LUMO energy at 0.0356 Eh. As for the net charge: 0.

Geometry (Å):
C (-0.975, 1.857, 0.133)
S (-1.339, 0.433, -1.003)
C (-0.584, 0.673, -2.718)
H (-1.473, 2.810, -0.044)
H (-1.411, 1.586, 1.108)
H (0.067, 1.724, 0.190)
H (0.259, -0.153, -2.900)
H (-0.245, 1.556, -3.078)
H (-1.561, 0.247, -3.115)
C (2.376, -2.292, 2.294)
C (1.556, -1.023, 2.089)
H (2.010, -3.173, 1.735)
H (3.356, -2.119, 2.026)
H (2.314, -2.731, 3.266)
H (1.410, -0.569, 1.026)
H (1.949, -0.209, 2.610)
H (0.509, -1.192, 2.425)



Arrangement three

Molecular formula: C4H12S
Method: DFT, wB97M-V/def2-TZVPD

The calculation puts the LUMO energy at 0.0413 Eh. As for the net charge: 0.

Geometry (Å):
C (-1.246, 3.694, 1.289)
S (-1.922, 5.299, 2.038)
C (-0.613, 6.342, 1.270)
H (-0.817, 3.312, 2.232)
H (-0.426, 4.105, 0.626)
H (-2.023, 3.326, 0.599)
H (0.379, 6.286, 1.943)
H (-0.561, 5.984, 0.254)
H (-1.101, 7.378, 1.240)
C (1.101, -6.293, -1.919)
C (0.961, -5.240, -0.852)
H (0.602, -6.100, -2.973)
H (0.515, -7.240, -1.822)
H (2.175, -6.081, -2.093)
H (0.778, -5.675, 0.162)
H (1.883, -4.634, -0.858)
H (0.317, -4.464, -1.135)



Sorted by energy, starting with the most stable: arrangement one, arrangement two, arrangement three.



Arrangement one

Molecular formula: C4H12S
Method: DFT, wB97M-V/def2-TZVPD

The calculation puts the LUMO energy at 0.0352 Eh. As for the net charge: 0.

Geometry (Å):
C (0.495, -2.081, -0.406)
C (0.421, -2.577, 1.033)
S (-0.549, -1.587, 2.162)
H (0.691, -1.010, -0.423)
H (-0.502, -2.120, -0.864)
H (1.165, -2.676, -1.021)
H (0.177, -3.641, 1.074)
H (1.455, -2.591, 1.393)
H (-1.752, -1.835, 1.640)
C (-0.341, 1.782, -0.271)
C (-0.137, 3.209, -0.793)
H (0.401, 1.523, 0.468)
H (-1.357, 1.571, 0.030)
H (0.062, 1.191, -1.102)
H (-0.406, 3.294, -1.844)
H (0.894, 3.574, -0.797)
H (-0.718, 3.976, -0.281)



Arrangement two

Molecular formula: C4H12S
Method: DFT, wB97M-V/def2-TZVPD

The calculation puts the LUMO energy at 0.0350 Eh. As for the net charge: 0.

Geometry (Å):
C (-1.290, -1.907, -1.026)
S (0.178, -1.601, 0.126)
C (1.582, -1.691, -0.948)
H (-1.555, -1.029, -1.782)
H (-0.999, -2.724, -1.741)
H (-2.150, -2.319, -0.427)
H (1.732, -2.788, -1.373)
H (2.538, -1.571, -0.306)
H (1.759, -1.030, -1.743)
C (0.386, 2.399, 0.698)
C (-0.829, 1.787, 1.559)
H (1.144, 1.580, 0.687)
H (0.125, 2.874, -0.293)
H (0.882, 3.163, 1.316)
H (-1.520, 2.466, 1.929)
H (-0.525, 1.142, 2.343)
H (-1.458, 1.249, 0.982)



Sorted by energy, starting with the most stable: arrangement one, arrangement two.



Arrangement one

Molecular formula: C2H13N2O2
Method: DFT, wB97M-V/def2-TZVPD

The expectation value of S² is 0.75. The calculation puts the LUMO energy (alpha / beta) at 0.0248 / 0.0211 Eh. As for the net charge: 0. Its multiplicity is 2.

Geometry (Å):
N (-1.671, 0.814, 0.066)
C (-0.211, 1.164, 0.043)
C (0.691, 0.163, -0.638)
N (0.135, -0.892, -1.505)
H (-1.728, 0.017, -0.597)
H (-2.116, 0.597, 1.012)
H (-2.435, 1.488, -0.131)
H (-0.114, 2.079, -0.528)
H (0.234, 1.406, 1.015)
H (1.523, 0.697, -1.117)
H (1.195, -0.435, 0.146)
H (-0.080, -0.556, -2.434)
H (0.895, -1.554, -1.536)
H (-3.744, -3.734, -0.184)
H (-2.638, -3.862, 0.713)
O (-3.172, -3.153, 0.333)
H (4.001, 2.250, 2.375)
H (4.978, 1.429, 1.516)
O (4.256, 2.082, 1.450)



Arrangement two

Molecular formula: C2H13N2O2
Method: DFT, wB97M-V/def2-TZVPD

The expectation value of S² is 0.75. The calculation puts the LUMO energy (alpha / beta) at 0.0260 / 0.0164 Eh. As for the net charge: 0. Its multiplicity is 2.

Geometry (Å):
N (-0.157, 0.444, 0.194)
C (0.753, -0.650, 0.710)
C (-0.081, -1.888, 1.047)
N (-1.222, -1.561, 1.870)
H (0.110, 0.658, -0.770)
H (-0.260, 1.332, 0.764)
H (-1.100, 0.044, 0.138)
H (1.264, -0.220, 1.563)
H (1.413, -0.881, -0.126)
H (0.574, -2.583, 1.573)
H (-0.367, -2.350, 0.097)
H (-2.100, -1.961, 1.563)
H (-1.096, -1.852, 2.834)
H (-0.415, 3.543, -1.514)
H (0.330, 3.367, -0.190)
O (0.204, 2.945, -1.068)
H (0.921, -0.078, -3.375)
H (0.563, 1.316, -2.752)
O (0.668, 0.373, -2.556)



Sorted by energy, starting with the most stable: arrangement two, arrangement one.



Arrangement one

Molecular formula: C3H6N4O
Method: DFT, wB97M-V/def2-TZVPD

The calculation puts the LUMO energy at 0.0229 Eh. As for the net charge: 0.

Geometry (Å):
C (1.253, -0.825, -1.690)
C (1.447, -0.302, -0.142)
C (-0.893, -0.006, 0.613)
H (0.194, -0.488, -2.114)
H (1.428, -2.155, -1.735)
H (2.119, -0.032, -2.036)
H (2.344, -0.615, 0.667)
H (1.272, 1.089, -0.240)
H (-2.604, -0.799, 1.815)
N (0.069, -0.912, 0.562)
N (-2.116, 0.005, 1.250)
N (-2.395, 1.497, 1.654)
N (-1.398, 2.145, 1.029)
O (-0.719, 1.398, 0.367)



Arrangement two

Molecular formula: C3H6N4O
Method: DFT, wB97M-V/def2-TZVPD

The calculation puts the LUMO energy at 0.0175 Eh. As for the net charge: 0.

Geometry (Å):
N (-1.906, -0.410, -0.157)
N (-0.911, 0.395, 0.385)
C (0.194, 0.064, 0.849)
C (1.104, 0.382, 1.705)
N (2.541, 0.274, 1.493)
C (2.553, -1.001, 0.748)
N (2.591, -2.040, 1.533)
O (2.479, -0.953, -0.472)
H (-2.347, 0.065, -0.922)
H (-2.435, -0.893, 0.487)
H (0.675, 0.745, 2.603)
H (2.835, 0.962, 0.642)
H (2.716, -2.045, 2.545)
H (2.191, -2.754, 0.959)



Sorted by energy, starting with the most stable: arrangement two, arrangement one.